Record 1
46
Properties=species:S:1:pos:R:3 method="wB97M-V/def2-TZVPD" homo_energy_ha=-0.407 gap_ev=6.802 total_charge=+1
C 5.259 -0.572 2.166
H 5.090 -0.822 3.093
H 5.996 0.026 1.919
H 5.528 -1.486 1.487
S 3.959 0.292 1.312
C 2.579 -0.776 2.044
C 2.771 -1.998 2.552
C 1.731 -3.048 2.706
C 0.454 -2.543 2.695
C 0.138 -1.132 2.274
C 1.200 -0.543 2.065
N 1.161 0.824 1.533
C 0.048 1.630 0.841
O -1.193 0.931 0.913
C 0.250 2.911 0.361
N 0.423 2.984 -0.881
C 0.515 4.415 -1.626
H 1.297 4.898 -1.011
H 0.699 4.056 -2.714
H -0.477 4.777 -1.379
C -0.474 1.979 -1.727
H -0.721 2.327 -2.494
H -1.565 1.905 -1.067
C 0.101 0.678 -1.505
O 1.427 0.410 -1.696
N -0.623 -0.496 -1.833
C -1.892 -0.525 -1.795
C -2.956 -0.149 -2.459
C -4.218 -0.189 -2.255
C -4.726 -1.199 -1.502
C -3.782 -2.125 -0.795
C -2.327 -1.748 -0.989
F -1.562 -2.449 -0.202
H -4.008 -2.698 -0.178
H -5.683 -1.427 -1.447
H -5.047 0.144 -2.899
F -2.420 0.886 -3.467
H -0.124 -1.218 -1.448
H 1.303 2.314 -1.131
H 1.031 3.365 1.124
H -0.855 3.674 0.696
H 1.905 1.517 1.819
H -0.768 -0.730 2.341
H -0.391 -2.960 3.011
H 1.943 -4.083 3.124
H 3.627 -2.527 2.338

---

Record 2
85
Properties=species:S:1:pos:R:3 method="wB97M-V/def2-TZVPD" homo_energy_ha=-0.324 gap_ev=9.111 smiles="O=C(O)OCB(O)O.CN(C)C=O.CN(C)C=O.CN(C)C=O.CN(C)C=O.CN(C)C=O.CN(C)C=O"
O -1.987 -1.766 0.259
C -1.385 -2.158 1.154
O -1.609 -3.393 1.664
O -0.501 -1.389 1.761
C 0.761 -2.065 1.994
B 1.326 -2.671 0.603
O 1.533 -4.012 0.540
O 1.559 -1.903 -0.522
H -1.060 -4.013 1.161
H 1.485 -1.379 2.411
H 0.584 -2.880 2.695
H 1.754 -4.374 1.409
H 0.751 -1.993 -1.051
C 3.985 -1.452 -4.739
N 2.684 -2.089 -4.669
C 1.619 -1.620 -5.538
C 2.429 -3.104 -3.822
O 1.358 -3.674 -3.717
H 3.889 -0.391 -4.502
H 4.392 -1.557 -5.747
H 4.671 -1.912 -4.031
H 0.776 -1.278 -4.936
H 1.276 -2.437 -6.174
H 1.978 -0.802 -6.158
H 3.301 -3.384 -3.206
C -0.573 -8.976 -0.829
N 0.454 -8.151 -0.223
C 1.617 -7.774 -1.011
C 0.369 -7.719 1.046
O 1.203 -7.026 1.600
H -0.142 -9.927 -1.146
H -0.989 -8.464 -1.699
H -1.373 -9.170 -0.117
H 2.522 -8.142 -0.527
H 1.679 -6.687 -1.078
H 1.540 -8.196 -2.010
H -0.550 -8.054 1.559
C -3.468 0.245 1.952
N -4.032 1.421 2.588
C -5.174 2.077 1.975
C -3.530 1.927 3.731
O -3.962 2.909 4.306
H -3.128 0.500 0.947
H -4.228 -0.537 1.885
H -2.623 -0.126 2.528
H -4.920 3.111 1.737
H -6.013 2.082 2.672
H -5.459 1.554 1.066
H -2.665 1.357 4.113
C -0.161 0.605 -0.886
N -0.045 2.017 -1.201
C -0.914 2.952 -0.504
C 0.828 2.488 -2.104
O 0.966 3.663 -2.401
H -1.175 0.268 -1.106
H 0.046 0.448 0.171
H 0.540 0.024 -1.475
H -1.526 3.495 -1.222
H -0.300 3.672 0.039
H -1.557 2.418 0.192
H 1.436 1.691 -2.570
C 3.346 2.680 3.319
N 2.052 2.029 3.386
C 0.982 2.502 2.521
C 1.811 1.004 4.224
O 0.752 0.415 4.324
H 3.240 3.738 3.568
H 3.752 2.590 2.309
H 4.039 2.220 4.020
H 0.139 2.831 3.130
H 0.647 1.686 1.881
H 1.332 3.327 1.907
H 2.690 0.735 4.837
C -0.433 8.380 -1.382
N -1.317 7.398 -0.787
C -1.539 7.424 0.649
C -1.942 6.458 -1.520
O -2.690 5.612 -1.070
H 0.567 8.285 -0.952
H -0.812 9.385 -1.185
H -0.369 8.230 -2.457
H -1.230 6.473 1.086
H -2.600 7.565 0.855
H -0.969 8.233 1.099
H -1.707 6.523 -2.596

---

Record 3
76
Properties=species:S:1:pos:R:3 method="wB97M-V/def2-TZVPD" homo_energy_ha="-0.332 / -0.332" gap_ev="8.571 / 7.500" s_squared=0.753 spin_multiplicity=2 relative_energy_ev=1.5762
Ru -0.439 0.226 0.463
N 0.879 0.198 3.959
C 1.087 -0.873 3.146
N 0.726 -0.954 1.886
C 1.227 -2.127 1.324
C 1.804 -2.988 2.186
S 1.867 -2.288 3.753
C 1.170 -2.241 -0.122
C 1.841 -3.096 -0.917
S 1.449 -2.793 -2.568
C 0.371 -1.537 -2.084
N 0.374 -1.316 -0.779
N -0.462 -0.965 -2.974
H 1.071 1.094 3.530
H 1.293 0.127 4.876
H 2.226 -3.956 1.979
H 2.561 -3.844 -0.638
H -0.096 -0.889 -3.916
H -0.896 -0.110 -2.648
C -7.491 -1.640 2.536
C -6.376 -0.706 2.156
C -5.637 -0.050 3.140
C -4.603 0.802 2.805
C -4.289 1.004 1.467
C -5.014 0.372 0.471
C -6.052 -0.482 0.823
S -3.031 2.181 1.058
O -3.333 3.375 1.795
O -3.084 2.270 -0.402
N -1.630 1.571 1.541
C -0.816 2.467 2.361
C 0.606 2.533 1.811
O 1.417 3.308 2.263
O 0.885 1.628 0.900
H -8.037 -1.267 3.402
H -7.098 -2.625 2.799
H -8.196 -1.770 1.716
H -5.886 -0.204 4.184
H -4.046 1.325 3.572
H -4.784 0.575 -0.566
H -6.635 -0.961 0.044
H -0.761 2.086 3.382
H -1.221 3.473 2.426
O -1.151 1.181 -1.252
H -0.353 1.640 -1.600
H -1.887 1.820 -1.031
F -0.270 3.096 -3.377
C 0.971 3.154 -3.917
F 1.619 4.160 -3.350
F 0.834 3.381 -5.210
S 1.811 1.526 -3.578
O 1.342 1.185 -2.246
O 1.336 0.668 -4.637
N 3.336 1.782 -3.504
S 4.247 1.998 -4.800
O 5.539 2.415 -4.364
O 3.573 2.687 -5.859
C 4.527 0.272 -5.448
F 5.689 0.240 -6.101
F 3.567 -0.102 -6.287
F 4.584 -0.615 -4.448
N -3.520 -2.684 0.065
C -2.654 -1.750 -0.375
N -2.024 -1.160 0.610
C -2.524 -1.717 1.785
C -2.229 -1.449 3.121
C -2.875 -2.207 4.074
C -3.804 -3.202 3.722
C -4.121 -3.458 2.405
C -3.465 -2.691 1.447
H -4.119 -3.241 -0.519
H -2.486 -1.548 -1.422
H -1.550 -0.655 3.394
H -2.676 -2.024 5.121
H -4.287 -3.773 4.504
H -4.842 -4.217 2.132

---

Record 4
109
Properties=species:S:1:pos:R:3 method="wB97M-V/def2-TZVPD" homo_energy_ha=-0.289 gap_ev=7.273 relative_energy_ev=3.9969
Pb 1.049 0.407 1.825
O -0.212 4.040 3.599
C -0.347 5.092 2.769
C -0.591 6.374 3.260
C -0.588 7.469 2.419
C -0.361 7.301 1.062
C -0.179 6.026 0.561
C -0.170 4.916 1.394
C 0.029 3.541 0.777
O -0.368 2.493 1.549
N 1.452 3.445 0.441
N 2.206 2.390 0.592
C 3.421 2.408 0.162
C 4.311 1.300 0.218
Br 3.840 -0.058 1.551
C 5.421 1.062 -0.513
C 6.027 1.768 -1.623
C 7.233 1.232 -2.101
C 7.909 1.801 -3.158
C 7.406 2.934 -3.776
C 6.222 3.483 -3.317
C 5.532 2.904 -2.270
H -0.667 4.181 4.439
H -0.764 6.496 4.322
H -0.757 8.457 2.822
H -0.346 8.153 0.399
H -0.040 5.881 -0.501
H -0.525 3.520 -0.187
H 1.857 4.285 0.031
H 3.812 3.317 -0.292
H 5.962 0.168 -0.236
H 7.632 0.351 -1.623
H 8.834 1.363 -3.497
H 7.935 3.385 -4.601
H 5.831 4.376 -3.782
H 4.592 3.345 -1.986
O -1.999 1.944 3.169
S -2.223 2.187 1.766
O -2.598 3.476 1.245
O -1.630 0.931 0.452
C -3.841 1.293 1.706
C -4.894 1.818 2.428
C -6.032 1.047 2.596
C -6.102 -0.224 2.042
C -5.048 -0.729 1.302
C -3.898 0.039 1.150
P -2.342 -0.419 0.275
C -3.057 -0.625 -1.393
C -3.555 -1.830 -1.858
C -4.072 -1.907 -3.140
C -4.104 -0.785 -3.949
C -3.629 0.424 -3.472
C -3.095 0.503 -2.198
C -1.718 -1.648 1.474
C -1.366 -2.950 1.165
C -0.813 -3.759 2.145
C -0.596 -3.270 3.424
C -0.955 -1.970 3.739
C -1.529 -1.158 2.770
H -4.796 2.796 2.864
H -6.855 1.424 3.183
H -6.981 -0.827 2.209
H -5.093 -1.721 0.875
H -3.525 -2.704 -1.228
H -4.443 -2.848 -3.513
H -4.494 -0.851 -4.954
H -3.665 1.304 -4.095
H -2.693 1.431 -1.818
H -1.528 -3.322 0.167
H -0.535 -4.776 1.905
H -0.142 -3.897 4.177
H -0.765 -1.573 4.724
H -1.849 -0.160 3.036
C 2.070 2.091 5.194
C 1.607 0.636 5.100
O 1.185 0.035 6.066
O 1.717 0.131 3.917
H 2.145 2.408 6.231
H 1.344 2.699 4.658
H 3.032 2.201 4.698
Cl -2.353 -5.168 -1.518
C -0.857 -5.789 -0.900
C -0.913 -6.994 -0.220
C 0.206 -7.489 0.420
C 1.384 -6.760 0.399
C 1.443 -5.577 -0.307
Cl 2.922 -4.668 -0.307
C 0.343 -5.070 -1.027
N 0.493 -3.896 -1.723
C -0.065 -3.547 -2.944
C -0.668 -4.498 -3.764
C -1.296 -4.125 -4.934
C -1.288 -2.801 -5.330
C -0.597 -1.870 -4.571
C 0.028 -2.219 -3.385
C 0.884 -1.227 -2.651
C 0.502 -0.993 -1.183
O 1.436 -0.795 -0.390
O -0.720 -1.027 -0.900
H -1.851 -7.524 -0.181
H 0.163 -8.425 0.950
H 2.257 -7.110 0.926
H 1.279 -3.337 -1.414
H -0.615 -5.541 -3.492
H -1.782 -4.875 -5.539
H -1.780 -2.504 -6.243
H -0.540 -0.846 -4.908
H 0.813 -0.259 -3.148
H 1.937 -1.534 -2.672

---

Record 5
20
Properties=species:S:1:pos:R:3 method="wB97M-V/def2-TZVPD" homo_energy_ha=-0.349 gap_ev=9.489 relative_energy_ev=7.5561
C 0.320 -1.563 -3.244
C 0.383 -1.022 -0.961
C 0.914 -1.391 0.343
C 0.682 -0.705 1.420
C -0.162 0.441 1.425
C -0.677 0.809 0.232
C -0.369 -0.038 -1.053
C -0.461 1.103 2.619
H 0.516 -0.147 -3.635
H 0.802 -1.936 -3.963
H -0.702 -1.710 -3.071
H 1.465 -2.016 0.416
H 1.043 -0.926 2.284
H -1.104 1.782 0.212
H -0.812 0.542 -1.683
H -0.086 2.852 1.675
H -1.503 2.758 2.756
N -0.674 2.480 2.520
O 0.758 -1.871 -2.086
O -0.334 0.558 3.794

---

Record 6
17
Properties=species:S:1:pos:R:3 method="wB97M-V/def2-TZVPD" homo_energy_ha="-0.288 / -0.288" gap_ev="6.602 / 5.106" s_squared=0.789 spin_multiplicity=2 relative_energy_ev=3.2495
O -2.552 0.222 -0.033
C -3.600 -0.140 -0.668
O -4.677 -0.503 -0.228
C -0.452 0.767 1.520
C 0.279 0.035 0.565
C 1.217 0.663 -0.340
C 2.379 0.011 -0.743
C 2.799 -1.239 -0.379
H -1.233 0.275 2.080
H -0.145 1.770 1.778
H 0.387 -1.038 0.651
H -0.800 0.681 0.316
H 0.854 1.583 -0.782
H 3.031 0.522 -1.435
H -3.469 -0.127 -1.781
H 3.728 -1.588 -0.803
H 2.253 -1.894 0.283

---

Record 7
19
Properties=species:S:1:pos:R:3 method="wB97M-V/def2-TZVPD" homo_energy_ha="-0.153 / -0.179" gap_ev="6.915 / 7.752" s_squared=6.197 total_charge=-1 spin_multiplicity=5
Sc -2.092 -2.261 -1.536
Cl -1.841 -2.350 0.944
C -1.934 -4.467 -1.841
C -4.272 -2.696 -1.321
H -2.798 -4.917 -2.348
H -1.039 -4.977 -2.209
H -2.043 -4.774 -0.782
H -4.726 -3.465 -1.959
H -5.032 -1.924 -1.185
H -4.205 -3.188 -0.333
Mn -0.366 -0.655 0.496
C 1.310 -1.694 0.281
C -0.563 -0.543 -1.404
H 1.213 -2.473 -0.472
H 1.987 -0.895 -0.033
H 1.534 -2.082 1.276
H -0.740 0.565 -1.216
H 0.509 -0.445 -1.727
F -1.321 0.795 1.185

---

Record 8
22
Properties=species:S:1:pos:R:3 method="wB97M-V/def2-TZVPD" homo_energy_ha=-0.149 gap_ev=7.430 total_charge=-1 relative_energy_ev=1.1675
C 1.036 2.240 0.829
C 0.870 -2.513 -0.134
C 0.131 1.039 0.871
C 0.118 -1.227 0.024
N 0.800 -0.201 0.559
O -1.861 2.556 0.166
O -2.164 -0.214 1.073
O -0.310 1.790 -1.609
O -2.333 -2.111 -0.504
O -0.270 -0.819 -1.849
S -1.305 1.309 -0.336
S -1.662 -1.575 0.698
H 1.674 2.312 1.714
H 0.392 3.116 0.773
H 1.661 2.220 -0.064
H 1.771 -2.380 -0.731
H 0.224 -3.240 -0.619
H 1.144 -2.884 0.856
H -0.377 0.959 1.833
H 1.761 -0.090 0.249
H -0.138 0.895 -1.972
H -1.160 -1.182 -1.827

---

What did we get for strongest force on any atom? Answer: 0.3804 0.1046 0.0222 0.0369 0.3598 0.0523 0.0412 0.0479 hartree/bohr, in the order shown.
What did we get for electronic energy? Answer: -43802.9694 -53643.8219 -128674.7764 -195871.0583 -14019.3373 -10457.1543 -71587.3162 -37707.7365 eV, in the order shown.